# 1
The following is a DFT calculation (ωB97M-V with the def2-TZVPD basis set) of a cluster of 6 separate species, C39H34O11P in total.

The total energy comes out at -72793.23559 eV. The value obtained for the molar mass is 709.66 g/mol. As for the net charge: +1.

Atoms and positions in Å:
C -2.96324 0.61521 0.50438
C -3.32592 -0.03483 -0.83065
C -2.20103 -0.73414 -1.59239
O -1.12936 -1.17841 -0.67822
P 0.17240 -1.81778 -1.25572
C 0.07149 -2.37544 -2.91979
C -0.52415 -3.61889 -3.13706
C -0.65758 -4.07942 -4.43618
C -0.19760 -3.29504 -5.48980
C 0.41044 -2.06552 -5.27002
C 0.54693 -1.59036 -3.97829
H -2.30411 -0.00828 1.10907
H -2.49787 1.59219 0.37043
H -3.88219 0.76988 1.06946
H -4.11415 -0.77135 -0.66090
H -3.72289 0.72588 -1.50680
H -2.59023 -1.61023 -2.11127
H -1.75911 -0.06300 -2.33340
H 1.23170 -0.91506 -1.20213
H 0.51553 -2.91568 -0.47121
H -0.86972 -4.20911 -2.29417
H -1.12811 -5.03851 -4.61119
H -0.30968 -3.64645 -6.50848
H 0.76576 -1.47970 -6.10899
H 1.01711 -0.63439 -3.77329
C -0.63762 -5.98928 2.88019
C -1.27929 -5.50160 1.82065
C -1.05207 -6.05008 0.46511
O -1.63947 -5.60245 -0.50526
C -0.08594 -7.16557 0.32117
C 0.56077 -7.65637 1.37503
C 0.33417 -7.10503 2.73787
O 0.92385 -7.54606 3.69784
H -0.79785 -5.60889 3.88518
H -1.99880 -4.69559 1.90040
H 0.05593 -7.55110 -0.68072
H 1.27103 -8.46970 1.29770
C -4.14542 5.90270 1.24451
C -3.48485 7.00845 1.57810
C -2.00915 7.10002 1.42370
O -1.40249 8.09849 1.73752
C -1.30210 5.91225 0.87478
C -1.96923 4.81413 0.53649
C -3.43849 4.71932 0.69626
O -4.04239 3.70716 0.40003
H -5.21839 5.80931 1.35311
H -3.97898 7.88401 1.97926
H -0.23028 5.99316 0.77848
H -1.47124 3.93826 0.13935
C 1.61319 2.82193 -1.18272
C 2.51478 1.85545 -1.04803
C 3.85848 2.12181 -0.46863
O 4.66050 1.22321 -0.34837
C 4.16378 3.51430 -0.06422
C 3.26567 4.48717 -0.20169
C 1.92006 4.21425 -0.75594
O 1.07747 5.08296 -0.85292
H 0.62518 2.65607 -1.59654
H 2.33125 0.83293 -1.34652
H 5.15129 3.68747 0.34295
H 3.46718 5.51103 0.08422
C 4.82525 5.94924 -5.24502
C 4.16873 5.71066 -6.37774
C 2.73989 5.30335 -6.37170
O 2.14256 5.07416 -7.39949
C 2.06845 5.17896 -5.05147
C 2.72567 5.41845 -3.92099
C 4.15458 5.81922 -3.92850
O 4.74551 6.02328 -2.88893
H 5.86669 6.24374 -5.22469
H 4.63517 5.79671 -7.35072
H 1.02564 4.88735 -5.07152
H 2.26762 5.33517 -2.94448
C 0.61500 -4.60010 7.99027
C 0.03690 -4.68280 6.79584
C -1.41575 -4.94764 6.66322
O -1.94862 -5.02619 5.57160
C -2.20223 -5.11867 7.90679
C -1.62676 -5.03621 9.10310
C -0.17172 -4.76872 9.24098
O 0.35508 -4.69002 10.32645
H 1.67324 -4.40986 8.11511
H 0.59294 -4.56556 5.87417
H -3.25954 -5.31256 7.78010
H -2.17928 -5.15764 10.02586


# 2
The following is a DFT calculation (ωB97M-V with the def2-TZVPD basis set) of a cluster of 2 separate species, C5H10N in total.

The total energy comes out at -6824.74882 eV. The energy above the lowest of the compared OMol25 structures with the same formula, charge and spin is 526.15 kJ/mol. The value obtained for the molar mass is 84.14 g/mol. As for the net charge: +1.

Atoms and positions in Å:
C 1.00417 1.88147 -0.72865
C 1.87312 0.96139 -0.95385
C -0.60585 -0.59387 -1.19321
C -1.05165 -0.13098 1.28733
C -0.06616 -0.30986 0.16884
N 0.98336 0.70872 0.18720
H 0.46876 2.79320 -0.84779
H 2.68099 0.45952 -1.43175
H 0.17874 -0.80602 -1.91475
H -1.26959 -1.45202 -1.15113
H -1.18692 0.25894 -1.55402
H -1.03610 -0.95013 2.00007
H -2.06120 -0.08086 0.88165
H -0.86020 0.78883 1.84015
H 1.04827 -1.75037 0.54708
H 1.35705 0.82721 1.13308


# 3
The following is a DFT calculation (ωB97M-V with the def2-TZVPD basis set) of a structure of composition C4H3BrO.

The total energy comes out at -76282.54356 eV. The energy above the lowest of the compared OMol25 structures with the same formula, charge and spin is 227.58 kJ/mol. The value obtained for the molar mass is 146.97 g/mol.

Atoms and positions in Å:
C 0.90425 0.63081 -0.06710
C 1.98621 -0.12004 0.02497
C 1.36939 -1.40781 0.00954
C 0.07338 -0.61733 -0.03450
O 1.55090 -2.58904 -0.02075
Br 4.40873 0.51269 -0.08852
H 0.85568 1.72020 -0.17120
H -0.64905 -0.57651 0.90938
H -0.63846 -0.63760 -0.81589


# 4
The following is a DFT calculation (ωB97M-V with the def2-TZVPD basis set) of a cluster of 2 separate species, C3H8NO in total.

The total energy comes out at -6764.03218 eV. The energy above the lowest of the compared OMol25 structures with the same formula, charge and spin is 688.66 kJ/mol. The value obtained for the molar mass is 74.10 g/mol. As for the net charge: +1.

Atoms and positions in Å:
O -0.69610 1.70699 0.49780
C 0.30461 1.06692 0.47415
C 0.25857 -0.48476 0.20498
C 1.11395 -0.73077 -1.04914
N -1.07570 -0.87819 0.13644
H 1.24591 1.60253 0.26943
H 0.75479 -0.84756 1.12040
H 0.42945 -0.76825 -1.89697
H 1.94069 -0.05171 -1.23222
H 1.50230 -1.79742 -0.92803
H 0.72548 -3.27676 -0.44495
H -1.34570 -1.78208 0.47972
H -1.74326 -0.13045 -0.05385


# 5
The following is a DFT calculation (ωB97M-V with the def2-TZVPD basis set) of a cluster of 4 separate species, C3H14O3S in total.

The total energy comes out at -20314.80546 eV. The energy above the lowest of the compared OMol25 structures with the same formula, charge and spin is 137.96 kJ/mol. The value obtained for the molar mass is 130.21 g/mol.

Atoms and positions in Å:
C 0.75488 0.81996 2.40667
C 1.39458 -0.19986 1.46584
C 1.57736 0.20340 -0.04617
S 2.83715 -0.88598 -0.91544
H 0.62729 0.40687 3.50438
H 1.43225 1.65698 2.61513
H -0.18955 1.12337 1.96121
H 0.50674 -0.99006 1.38247
H 2.31186 -0.58863 1.84572
H 0.48663 0.23357 -0.49859
H 1.89983 1.20836 -0.29276
H 3.60499 -1.05434 0.19505
H -0.83415 0.15395 -2.07506
H 0.22371 -0.19982 -3.23667
O -0.65514 -0.44311 -2.86679
H -3.03494 -1.34279 -2.26452
H -3.16076 -2.12738 -1.03996
O -3.50447 -1.29157 -1.39088
H -2.41731 0.54734 -0.69067
H -2.07251 1.53059 0.45856
O -1.78845 1.23915 -0.51753